# 1
ORCA calculation (ωB97M-V with the def2-TZVPD basis set) on 10 unconnected molecules or ions with the total composition C39H61N7O19.

CARTESIAN COORDINATES (ANGSTROEM)
O -1.239 4.494 2.348
C -1.074 5.645 2.028
C -1.236 6.810 2.903
C -1.007 8.064 2.501
O -1.118 9.138 3.314
C -0.267 8.410 1.232
O 0.126 9.516 0.958
C -0.224 7.284 0.292
C -0.567 6.040 0.631
O -0.572 5.046 -0.253
H -1.686 6.666 3.878
H -0.542 9.825 2.932
H -0.004 7.448 -0.757
H -0.997 4.210 -0.020
O 0.288 -0.220 -2.535
C 0.081 0.094 -1.386
C -0.344 -0.924 -0.435
C -0.714 -0.676 0.832
O -1.272 -1.646 1.563
C -0.655 0.700 1.447
O -0.891 0.828 2.632
C -0.129 1.694 0.550
C 0.234 1.433 -0.721
O 0.915 2.396 -1.353
H -0.460 -1.929 -0.825
H -1.790 -1.296 2.301
H 0.135 2.647 0.989
H 1.466 2.006 -2.063
O 3.947 -6.908 -2.625
C 2.900 -6.310 -2.567
C 2.023 -6.202 -3.747
C 0.948 -5.400 -3.787
O 0.127 -5.235 -4.833
C 0.515 -4.582 -2.616
O -0.470 -3.879 -2.536
C 1.441 -4.585 -1.486
C 2.452 -5.457 -1.412
O 3.244 -5.546 -0.340
H 2.320 -6.706 -4.659
H 0.408 -5.714 -5.625
H 1.296 -3.874 -0.686
H 3.900 -6.255 -0.399
C 5.565 -0.356 -1.377
N 4.272 0.327 -1.652
C 3.564 0.697 -0.426
C 3.999 0.830 -2.855
O 3.023 1.500 -3.136
H 6.022 -0.623 -2.327
H 5.374 -1.267 -0.815
H 6.131 0.344 -0.766
H 3.818 0.075 0.425
H 3.680 1.749 -0.163
H 2.516 0.505 -0.664
H 4.766 0.555 -3.590
C -3.560 -2.108 4.603
N -2.167 -2.068 5.013
C -1.372 -3.289 4.870
C -1.681 -0.986 5.628
O -0.565 -0.878 6.111
H -4.271 -1.386 5.021
H -4.146 -3.013 4.759
H -3.574 -1.796 3.552
H -1.104 -3.553 3.851
H -0.481 -3.159 5.482
H -1.889 -4.086 5.407
H -2.392 -0.142 5.622
C 0.804 -2.013 -5.460
N 1.736 -2.596 -6.390
C 3.145 -2.674 -6.002
C 1.365 -3.283 -7.471
O 2.108 -3.895 -8.225
H 0.969 -0.936 -5.357
H 0.963 -2.347 -4.431
H -0.244 -2.147 -5.713
H 3.580 -1.701 -5.774
H 3.149 -3.193 -5.033
H 3.798 -3.271 -6.624
H 0.267 -3.340 -7.555
C 0.411 2.312 3.052
N 0.789 1.134 3.804
C 0.044 0.948 5.029
C 1.415 0.113 3.185
O 1.704 0.056 2.002
H -0.589 2.252 2.615
H 1.111 2.465 2.230
H 0.383 3.237 3.630
H 0.267 1.694 5.794
H -1.034 0.970 4.854
H 0.338 -0.033 5.407
H 1.520 -0.775 3.828
C -5.520 3.389 3.316
N -4.762 2.572 2.375
C -3.914 1.597 3.008
C -4.520 2.903 1.092
O -3.758 2.283 0.364
H -4.788 3.757 4.042
H -6.215 2.743 3.851
H -6.004 4.251 2.866
H -3.132 2.078 3.601
H -4.463 0.940 3.693
H -3.472 0.882 2.324
H -5.079 3.770 0.706
C 1.715 -4.969 2.254
N 0.493 -5.646 1.867
C -0.636 -4.842 1.487
C 0.413 -7.002 1.874
O -0.598 -7.640 1.690
H 1.710 -4.452 3.214
H 2.008 -4.257 1.483
H 2.551 -5.669 2.269
H -0.650 -4.627 0.410
H -1.579 -5.244 1.845
H -0.549 -3.795 1.801
H 1.410 -7.442 2.054
C -0.475 2.806 -4.671
N -1.340 3.946 -4.569
C -1.926 4.289 -3.284
C -1.674 4.725 -5.642
O -2.337 5.733 -5.535
H 0.091 2.826 -5.602
H -1.046 1.895 -4.474
H 0.325 2.878 -3.927
H -1.320 4.990 -2.708
H -2.922 4.707 -3.399
H -1.947 3.325 -2.768
H -1.125 4.404 -6.541

Results
* spin multiplicity: 1
* LUMO energy: -1.585 eV
* E_HOMO: -8.64 eV

Atom charges from the Mulliken analysis, given in e for atoms 1 to 8: number 1, O, carries -0.1930; number 2, C, carries 0.7206; number 3, C, carries -1.0689; number 4, C, carries 0.2152; number 5, O, carries -0.5611; number 6, C, carries 0.6645; number 7, O, carries -0.5947; number 8, C, carries -0.6082

=====

# 2
ORCA calculation (ωB97M-V with the def2-TZVPD basis set) on a molecular structure, C39H62AsCeN4O3S4.

CARTESIAN COORDINATES (ANGSTROEM)
Ce -0.461 -0.352 1.936
C 1.980 -0.252 4.970
N 1.867 0.434 3.683
C 1.532 1.836 3.917
C 3.140 0.311 2.980
C 3.059 0.711 1.505
N 2.057 -0.037 0.751
C 1.900 0.580 -0.575
C 1.529 2.040 -0.581
C 2.257 2.888 -1.395
C 1.917 4.221 -1.562
C 0.760 4.653 -0.916
C -0.013 3.849 -0.102
C 0.395 2.497 0.154
O -0.207 1.733 1.000
C -1.305 4.378 0.517
C -1.665 5.804 0.065
C -2.474 3.469 0.109
C -1.168 4.389 2.045
C 2.718 5.203 -2.410
C 3.976 4.572 -3.017
C 3.157 6.386 -1.534
C 1.839 5.722 -3.558
C 2.515 -1.429 0.587
C 1.785 -2.307 -0.409
C 2.546 -3.208 -1.122
C 1.982 -4.150 -1.975
C 0.597 -4.187 -2.031
C -0.223 -3.318 -1.330
C 0.360 -2.291 -0.530
O -0.328 -1.351 0.019
C -1.732 -3.539 -1.454
C -2.158 -3.329 -2.918
C -2.595 -2.612 -0.596
C -2.058 -4.971 -0.999
C 2.882 -5.088 -2.764
C 2.090 -6.020 -3.687
C 3.840 -4.254 -3.628
C 3.695 -5.955 -1.791
H 2.806 0.160 5.575
H 2.152 -1.318 4.810
H 1.046 -0.155 5.527
H 2.329 2.360 4.478
H 0.604 1.887 4.495
H 1.372 2.345 2.965
H 3.463 -0.731 3.061
H 3.915 0.940 3.468
H 4.065 0.569 1.058
H 2.810 1.773 1.426
H 1.104 0.036 -1.091
H 2.835 0.451 -1.155
H 3.107 2.470 -1.919
H 0.450 5.675 -1.074
H -1.764 5.861 -1.018
H -0.922 6.529 0.393
H -2.624 6.085 0.503
H -2.620 3.505 -0.971
H -3.397 3.789 0.596
H -2.262 2.443 0.400
H -0.295 4.971 2.337
H -1.052 3.374 2.420
H -2.051 4.832 2.507
H 4.634 4.199 -2.236
H 4.521 5.316 -3.599
H 3.714 3.750 -3.678
H 3.772 6.028 -0.711
H 2.295 6.894 -1.111
H 3.734 7.108 -2.113
H 1.524 4.890 -4.184
H 2.384 6.437 -4.176
H 0.949 6.209 -3.169
H 2.444 -1.917 1.573
H 3.588 -1.419 0.295
H 3.624 -3.169 -1.000
H 0.118 -4.932 -2.649
H -1.930 -2.309 -3.221
H -3.230 -3.491 -3.027
H -1.641 -4.008 -3.593
H -2.488 -1.572 -0.898
H -2.335 -2.707 0.460
H -3.642 -2.908 -0.703
H -1.521 -5.722 -1.573
H -3.126 -5.163 -1.099
H -1.788 -5.079 0.049
H 1.501 -5.444 -4.399
H 1.424 -6.657 -3.109
H 2.773 -6.661 -4.245
H 3.271 -3.612 -4.298
H 4.487 -4.897 -4.225
H 4.466 -3.621 -3.006
H 3.024 -6.540 -1.167
H 4.304 -5.333 -1.140
H 4.353 -6.636 -2.332
S -1.613 -2.969 6.104
As -1.398 -2.035 4.223
S -1.506 0.165 4.401
S 0.462 -2.585 3.224
S -3.013 -2.655 2.969
N -2.827 0.224 1.369
C -3.921 0.053 1.700
N -5.192 0.070 2.005
C -5.749 -0.880 2.955
C -6.271 -2.102 2.202
O -7.184 -1.740 1.170
C -6.579 -0.874 0.240
C -6.106 0.411 0.930
H -6.554 -0.376 3.499
H -4.964 -1.204 3.645
H -6.817 -2.767 2.870
H -5.410 -2.640 1.787
H -7.335 -0.659 -0.520
H -5.713 -1.363 -0.236
H -6.962 0.933 1.374
H -5.603 1.072 0.223

Results
* total charge: -1
* spin multiplicity: 1
* LUMO energy (spin up / spin down): 1.397 / 1.396 eV
* E_HOMO (spin up / spin down): -4.45 / -4.45 eV

Atom charges from the Mulliken analysis, given in e for atoms 1 to 8: number 1, Ce, carries 0.0775; number 2, C, carries -1.3246; number 3, N, carries 1.3433; number 4, C, carries -1.1117; number 5, C, carries -1.4933; number 6, C, carries -1.1409; number 7, N, carries 1.6863; number 8, C, carries -0.5889

=====

no.,E (hartree)
1,-3335.25023
2,-6271.92470